No. 1
The following is a quantum chemistry calculation of a 2-piece molecular cluster, C13H25BrF3NO9P2SSi overall in a non-equilibrium geometry, from the OMol25 dataset.

```
56
Properties=species:S:1:pos:R:3:mulliken_charge:R:1
C 2.90 3.64 1.37 0.084
C 3.25 2.50 1.19 -0.869
C 3.69 1.18 0.61 -0.803
C 2.45 0.23 0.41 1.341
P 1.69 0.73 -1.23 0.474
O 2.14 -0.17 -2.33 -0.753
O 2.08 2.23 -1.59 -0.437
O 0.05 0.73 -1.16 0.038
C 3.01 -1.22 0.39 -2.117
N 2.07 -2.26 0.91 0.257
P 2.84 -3.89 1.30 0.416
O 1.98 -4.96 0.37 -0.469
Br 4.90 -3.99 0.46 -0.123
C 1.45 -1.76 2.18 -1.126
C 0.62 -0.50 1.73 0.965
C -0.33 -0.03 2.84 -1.008
C -1.66 -0.83 2.91 -0.540
O -2.00 -1.51 1.70 -0.468
Si -3.08 -0.65 0.68 0.583
C -2.60 -1.14 -1.11 -0.210
C -2.93 1.24 0.77 -0.901
C -4.90 -1.09 0.99 -1.127
O 1.56 0.53 1.48 -0.422
H 2.52 4.64 1.42 0.413
H 4.38 0.75 1.38 0.513
H 4.29 1.31 -0.30 0.450
H 1.98 2.35 -2.56 0.432
H -0.19 -0.22 -1.21 0.018
H 3.95 -1.25 0.96 0.515
H 3.27 -1.52 -0.66 0.636
H 1.31 -2.45 0.23 0.572
H 1.02 -4.85 0.52 0.370
H 2.27 -1.36 2.80 0.380
H 0.84 -2.52 2.70 0.532
H 0.09 -0.82 0.80 -0.170
H 0.23 -0.08 3.80 0.402
H -0.56 1.04 2.64 0.289
H -2.48 -0.13 3.18 0.375
H -1.61 -1.54 3.77 0.499
H -1.91 -2.01 -1.07 0.299
H -2.15 -0.26 -1.61 -0.564
H -3.50 -1.50 -1.64 0.460
H -2.71 1.63 1.78 0.319
H -2.22 1.64 0.02 0.143
H -3.93 1.65 0.51 0.473
H -5.19 -2.03 0.48 0.296
H -5.16 -1.13 2.06 0.299
H -5.50 -0.27 0.55 0.331
C -1.57 1.92 -4.07 0.574
F -1.84 2.21 -2.78 -0.201
F -1.09 0.66 -4.08 -0.231
F -2.76 1.88 -4.70 -0.252
S -0.41 3.14 -4.84 1.082
O 0.80 3.04 -4.03 -0.707
O -1.09 4.40 -4.73 -0.664
O -0.25 2.67 -6.20 -0.670
```

Results
**Orbital gap**: 6.1 eV

---

No. 2
The following is a quantum chemistry calculation of C56H80KO5PSSb2Si2 as an isolated structure, from the OMol25 dataset.

```
148
Properties=species:S:1:pos:R:3:mulliken_charge:R:1
K -0.87 -0.09 -1.28 0.017
C 4.27 -1.52 -1.22 -1.613
Si 2.33 -1.59 -1.08 0.801
C 2.28 -2.10 0.81 -0.367
C 1.98 -3.40 -1.82 0.656
C 2.87 -4.40 -1.39 -0.332
C 2.77 -5.73 -1.77 -0.919
C 1.74 -6.11 -2.61 -0.906
C 0.85 -5.14 -3.06 -0.318
C 0.93 -3.79 -2.69 0.510
Si -0.49 -2.63 -3.44 0.361
C -0.30 -3.08 -5.32 -1.604
C -2.05 -3.77 -3.12 -0.929
H 4.76 -2.39 -0.77 0.556
H 4.62 -0.63 -0.67 0.312
H 4.63 -1.42 -2.25 0.224
H 2.95 -2.94 1.07 0.465
H 1.25 -2.39 1.07 -0.320
H 2.55 -1.24 1.44 0.000
H 3.68 -4.13 -0.72 -0.044
H 3.49 -6.46 -1.40 0.347
H 1.64 -7.14 -2.93 0.327
H 0.06 -5.46 -3.72 0.093
H -0.35 -4.16 -5.51 0.372
H 0.64 -2.71 -5.74 0.277
H -1.11 -2.60 -5.88 0.327
H -1.92 -4.83 -3.36 0.396
H -2.86 -3.39 -3.76 0.402
H -2.42 -3.70 -2.09 -0.203
C 1.56 2.39 -1.53 0.334
C 2.30 3.69 -1.21 0.082
C 2.66 3.85 0.27 -1.929
Sb 0.96 3.58 1.59 0.938
C 1.58 5.15 2.94 -0.003
C 0.68 6.07 3.48 -0.362
C 1.09 7.01 4.41 -0.561
C 2.41 7.06 4.83 -0.345
C 3.32 6.15 4.31 -0.467
C 2.91 5.21 3.37 -0.417
C -0.27 4.86 0.38 -0.471
C 0.11 6.17 0.10 -0.150
C -0.61 6.94 -0.81 -0.734
C -1.71 6.39 -1.45 -0.308
C -2.11 5.09 -1.17 -0.486
C -1.39 4.34 -0.25 0.037
Sb 1.43 1.90 -3.65 0.694
C 3.57 2.04 -3.93 0.011
C 4.43 1.50 -2.99 -0.201
C 5.81 1.48 -3.20 -0.572
C 6.34 2.02 -4.36 -0.441
C 5.49 2.55 -5.32 -0.531
C 4.12 2.56 -5.11 -0.374
C 1.01 3.93 -4.27 0.059
C 1.96 4.95 -4.37 -0.167
C 1.60 6.23 -4.77 -0.708
C 0.28 6.51 -5.08 -0.440
C -0.68 5.51 -4.98 -0.544
C -0.31 4.23 -4.59 -0.184
H 0.52 2.44 -1.17 -0.443
H 2.02 1.51 -1.07 -0.082
H 1.69 4.53 -1.53 0.149
H 3.22 3.74 -1.80 0.526
H 3.09 4.83 0.47 0.613
H 3.40 3.09 0.55 0.548
H -0.36 6.05 3.16 0.401
H 0.37 7.72 4.81 0.344
H 2.73 7.80 5.55 0.357
H 4.36 6.18 4.62 0.337
H 3.64 4.51 2.97 0.322
H 0.99 6.59 0.58 0.391
H -0.30 7.95 -1.03 0.342
H -2.26 6.98 -2.17 0.371
H -2.96 4.64 -1.67 0.469
H -1.70 3.32 -0.06 0.336
H 4.03 1.05 -2.08 0.172
H 6.45 1.03 -2.45 0.418
H 7.41 2.00 -4.53 0.344
H 5.89 2.96 -6.24 0.357
H 3.47 2.98 -5.87 0.419
H 3.00 4.74 -4.13 0.366
H 2.35 7.01 -4.83 0.365
H -0.01 7.51 -5.39 0.350
H -1.72 5.72 -5.21 0.440
H -1.07 3.47 -4.48 0.089
O -1.55 -1.46 0.76 0.359
P -1.87 -2.31 1.96 -0.247
C -3.36 -1.52 2.71 1.399
C -3.77 -1.68 4.17 -1.132
C -4.63 -2.91 4.45 -0.586
C -5.84 -2.95 3.53 -1.109
C -5.43 -2.87 2.06 -0.344
C -4.58 -1.63 1.78 -1.512
C -2.16 -3.99 1.26 0.669
C -2.60 -5.21 2.08 -1.175
C -1.48 -6.07 2.64 -0.508
C -0.45 -6.44 1.58 -1.161
C 0.10 -5.17 0.94 0.834
C -1.01 -4.36 0.29 -1.058
C -0.52 -2.22 3.18 1.705
C -0.24 -0.74 3.51 -1.546
C 1.03 -0.60 4.35 -0.612
C 1.13 -1.68 5.45 -0.896
C -0.22 -2.34 5.71 -0.999
C -0.68 -3.08 4.45 -0.864
H -2.99 -0.49 2.59 0.182
H -4.36 -0.79 4.42 0.621
H -2.90 -1.66 4.83 0.087
H -4.95 -2.89 5.50 0.450
H -4.04 -3.82 4.33 0.136
H -6.49 -2.10 3.76 0.398
H -6.43 -3.85 3.71 0.476
H -6.31 -2.86 1.42 0.435
H -4.87 -3.78 1.80 0.072
H -5.20 -0.75 1.94 0.741
H -4.26 -1.59 0.73 0.327
H -3.00 -3.71 0.61 0.592
H -3.19 -5.84 1.40 0.579
H -3.28 -4.92 2.88 0.063
H -1.91 -6.98 3.09 0.482
H -0.97 -5.55 3.46 -0.011
H -0.92 -7.05 0.81 0.349
H 0.36 -7.03 2.02 0.465
H 0.85 -5.40 0.18 -0.568
H 0.62 -4.57 1.70 -0.003
H -1.45 -4.97 -0.51 0.804
H -0.62 -3.48 -0.20 -0.115
H 0.36 -2.57 2.62 -0.460
H -1.09 -0.31 4.04 0.386
H -0.13 -0.17 2.59 0.180
H 1.05 0.39 4.79 0.537
H 1.90 -0.67 3.69 0.054
H 1.54 -1.26 6.37 0.453
H 1.83 -2.47 5.13 0.409
H -0.95 -1.57 5.99 0.309
H -0.16 -3.04 6.54 0.516
H -1.70 -3.45 4.57 0.351
H -0.05 -3.97 4.35 0.334
O -1.92 1.42 0.95 -0.620
H -2.55 1.42 0.21 0.117
H -1.67 0.49 1.03 -0.256
C -3.56 0.45 -3.98 -0.820
S -3.16 1.62 -2.71 0.913
O -3.97 2.80 -2.92 -0.735
O -3.45 0.91 -1.44 -0.701
O -1.71 1.86 -2.85 -0.357
H -4.56 0.05 -3.79 0.374
H -2.82 -0.35 -3.96 -0.072
H -3.54 0.97 -4.94 0.358
```

Results
**Total charge**: -2
**Orbital gap**: 3.8 eV

---

No. 3
The following is a quantum chemistry calculation of C19H12Br3ClCoF4P as an isolated structure, from the OMol25 dataset.

```
41
Properties=species:S:1:pos:R:3:mulliken_charge:R:1
Co 0.25 0.02 2.55 -0.026
Br 0.02 -0.34 5.19 -0.009
C -1.02 -1.92 4.74 -0.498
Br -1.78 -1.75 2.99 0.021
H -1.82 -1.97 5.47 0.386
H -0.35 -2.77 4.75 0.378
F -3.16 4.71 -1.23 -0.260
C -2.41 3.69 -0.88 0.703
C -1.85 2.88 -1.86 0.196
F -2.07 3.13 -3.13 -0.265
C -1.06 1.80 -1.49 0.682
F -0.57 1.04 -2.46 -0.348
C -0.80 1.50 -0.15 -0.879
P 0.28 0.10 0.34 1.212
C -0.52 -1.36 -0.34 0.914
C -1.87 -1.36 -0.67 -0.366
C -2.48 -2.53 -1.09 -0.751
C -1.75 -3.70 -1.19 -0.505
C -0.40 -3.71 -0.86 -0.718
C 0.22 -2.55 -0.43 -0.468
C 1.82 0.44 -0.51 0.893
C 2.73 1.28 0.15 -0.686
C 3.92 1.62 -0.47 -0.698
C 4.21 1.12 -1.73 -0.476
C 3.31 0.28 -2.38 -0.814
C 2.11 -0.06 -1.77 -0.106
C -1.39 2.33 0.79 -0.001
Br -1.13 2.02 2.64 -0.078
C -2.18 3.41 0.45 0.270
F -2.72 4.19 1.38 -0.302
H -2.45 -0.44 -0.61 0.437
H -3.53 -2.52 -1.35 0.440
H -2.23 -4.61 -1.52 0.427
H 0.18 -4.62 -0.94 0.423
H 1.27 -2.55 -0.16 0.401
H 2.51 1.65 1.14 0.219
H 4.62 2.27 0.03 0.421
H 5.14 1.38 -2.21 0.408
H 3.55 -0.11 -3.36 0.428
H 1.41 -0.71 -2.28 0.412
Cl 1.94 -1.28 2.43 -0.418
```

Results
**Total charge**: +1
**2S+1**: 2
**⟨S²⟩**: 0.805
**Orbital gap (alpha / beta)**: 8.0 / 9.1 eV

---

No. 4
The following is a quantum chemistry calculation of the molecule C4H8N2O in a non-equilibrium geometry, from the OMol25 dataset.

```
15
Properties=species:S:1:pos:R:3:mulliken_charge:R:1
O 1.43 0.62 1.71 -0.339
N 0.16 0.34 2.16 -0.282
C -0.54 -0.36 1.34 -0.058
N 0.03 -0.80 0.10 -0.544
C 0.16 0.17 -0.97 -0.079
C -1.14 0.51 -1.71 -0.381
C -0.14 -0.38 -2.34 -0.625
H 1.59 0.09 0.87 0.360
H -1.50 -0.61 1.71 0.402
H -0.37 -1.70 -0.35 0.315
H 0.96 0.90 -0.78 0.326
H -1.30 1.50 -2.01 0.285
H -2.06 0.04 -1.30 0.178
H -0.51 -1.42 -2.27 0.182
H 0.35 -0.10 -3.30 0.261
```

Results
**Orbital gap**: 10.0 eV
**SMILES**: O/N=C\NC1CC1

---

No. 5
The following is a quantum chemistry calculation of a 3-piece molecular cluster, C25H56BrNP overall in a non-equilibrium geometry, from the OMol25 dataset.

```
84
Properties=species:S:1:pos:R:3:mulliken_charge:R:1
Br 2.51 -0.34 3.86 -0.997
C -5.99 1.89 2.05 -1.332
C -4.66 1.66 1.28 -0.605
C -3.88 2.99 1.17 -1.021
C -2.88 2.94 -0.06 -1.189
P -2.02 4.46 -0.55 1.063
C -2.99 5.31 -1.82 -1.198
C -3.03 4.61 -3.27 -0.445
C -4.30 5.08 -4.00 -0.793
C -4.07 6.30 -4.93 -1.182
C -1.88 5.43 0.96 -0.950
C -1.52 6.94 0.90 -1.166
C -1.41 7.61 2.33 -0.556
C -0.72 9.02 2.29 -1.170
C -0.32 4.11 -1.14 -0.904
C -0.36 2.73 -1.88 -0.473
C 0.97 2.25 -2.52 -0.909
C 1.48 3.02 -3.75 -1.103
H -6.59 2.43 1.32 0.341
H -5.82 2.28 3.06 0.325
H -6.56 0.96 2.12 0.407
H -4.77 1.09 0.36 0.459
H -4.07 1.01 1.93 0.374
H -3.44 3.28 2.12 0.420
H -4.63 3.75 0.94 0.483
H -3.41 2.55 -0.94 0.560
H -2.31 2.05 0.21 0.612
H -2.48 6.28 -1.81 0.484
H -3.99 5.55 -1.47 0.682
H -3.00 3.53 -3.17 0.336
H -2.09 4.90 -3.73 0.426
H -5.11 5.41 -3.35 0.354
H -4.74 4.29 -4.61 0.435
H -3.14 6.86 -4.89 0.360
H -4.98 6.90 -4.85 0.318
H -4.04 5.87 -5.93 0.318
H -1.22 4.83 1.57 0.637
H -2.91 5.45 1.33 0.397
H -2.15 7.62 0.33 0.375
H -0.62 7.02 0.29 0.579
H -0.99 6.80 2.91 0.447
H -2.49 7.67 2.51 0.342
H -1.45 9.70 1.85 0.333
H 0.06 9.05 1.53 0.326
H -0.38 9.33 3.28 0.342
H 0.13 3.89 -0.17 0.595
H 0.08 5.00 -1.62 0.480
H -1.02 2.57 -2.73 0.241
H -0.82 1.93 -1.29 0.393
H 0.91 1.17 -2.70 0.411
H 1.61 2.38 -1.65 0.397
H 2.06 2.37 -4.41 0.355
H 1.97 3.93 -3.41 0.301
H 0.71 3.45 -4.39 0.284
C 0.81 -7.84 3.27 -1.356
C 0.96 -7.48 1.82 -0.460
C 2.32 -8.14 1.24 -0.396
C 3.29 -7.07 0.73 -0.872
N 4.79 -7.47 0.73 0.389
C 4.98 -8.72 -0.17 -0.524
C 6.13 -9.61 0.43 -0.662
C 5.77 -9.41 1.96 -0.563
C 5.37 -7.87 2.11 -0.552
C 5.54 -6.31 0.07 -1.127
H 0.71 -8.92 3.43 0.375
H -0.03 -7.43 3.83 0.367
H 1.67 -7.73 3.93 0.331
H 0.97 -6.39 1.78 0.360
H 0.20 -7.79 1.10 0.371
H 1.96 -8.85 0.49 0.345
H 2.80 -8.66 2.06 0.149
H 3.38 -6.26 1.45 0.525
H 2.94 -6.57 -0.17 0.349
H 5.20 -8.41 -1.20 0.348
H 4.19 -9.47 -0.09 0.265
H 7.05 -9.13 0.10 0.286
H 6.06 -10.63 0.05 0.401
H 6.61 -9.74 2.57 0.394
H 4.98 -10.09 2.29 0.319
H 6.27 -7.26 2.19 0.394
H 4.68 -7.66 2.92 0.307
H 5.62 -5.45 0.74 0.376
H 5.01 -6.15 -0.87 0.436
H 6.54 -6.65 -0.22 0.425
```

Results
**Total charge**: +1
**Orbital gap**: 5.0 eV

---

No. 6
The following is a quantum chemistry calculation of a 2-piece molecular cluster, C3H10O3 overall in a non-equilibrium geometry, from the OMol25 dataset.

```
16
Properties=species:S:1:pos:R:3:mulliken_charge:R:1
O 0.85 0.02 -0.69 -0.505
C -0.39 -0.61 -0.91 -0.619
C -1.55 0.45 -0.75 -0.361
C -1.69 1.11 0.60 -0.538
O -1.88 0.10 1.68 -0.498
H 0.94 0.10 0.28 0.310
H -0.22 -0.80 -1.94 0.343
H -0.74 -1.34 -0.29 0.381
H -1.21 1.37 -1.45 0.237
H -2.55 0.07 -1.06 0.313
H -0.85 1.91 0.64 0.276
H -2.59 1.78 0.61 0.339
H -2.19 0.75 2.29 0.318
O 4.60 -1.28 0.05 -0.607
H 4.28 -2.19 0.17 0.306
H 5.19 -1.45 0.80 0.304
```

Results
**Orbital gap**: 10.7 eV
**SMILES**: OCCCO.O

---

No. 7
The following is a quantum chemistry calculation of C23H74N2NaO17 as an isolated structure in a non-equilibrium geometry, from the OMol25 dataset.

```
117
Properties=species:S:1:pos:R:3:mulliken_charge:R:1
Na 23.39 -4.27 -21.18 0.822
O 21.48 -5.07 -19.51 -0.245
C 21.71 -6.46 -19.61 0.238
C 23.13 -7.13 -19.95 1.357
O 24.04 -6.85 -21.02 0.230
H 20.98 -6.78 -20.36 -0.474
H 21.35 -7.01 -18.75 -0.561
H 22.96 -8.20 -19.90 -1.489
H 23.69 -7.08 -19.01 0.063
C 26.88 -12.51 -19.05 -1.833
C 25.34 -12.27 -18.75 1.297
C 24.80 -13.19 -17.66 -0.567
C 25.27 -12.90 -16.26 -0.919
C 25.04 -11.41 -16.00 -1.432
C 25.48 -10.43 -17.08 1.488
N 25.07 -10.87 -18.44 0.913
O 25.40 -10.00 -19.49 0.126
C 24.67 -9.09 -16.80 -1.376
C 26.98 -10.12 -16.91 -1.438
C 24.47 -12.63 -19.98 -1.784
H 27.38 -11.75 -19.65 0.228
H 26.88 -13.39 -19.69 0.552
H 27.48 -12.73 -18.17 0.411
H 23.71 -13.08 -17.64 -0.303
H 25.13 -14.19 -17.94 0.524
H 26.32 -13.17 -16.17 0.383
H 24.81 -13.55 -15.52 0.512
H 25.64 -11.31 -15.09 0.421
H 24.00 -11.22 -15.75 0.432
H 23.69 -9.19 -17.27 0.220
H 24.51 -8.94 -15.74 0.484
H 25.23 -8.28 -17.27 0.094
H 27.36 -10.27 -15.90 0.358
H 27.68 -10.82 -17.36 0.384
H 27.09 -9.09 -17.26 0.319
H 24.54 -13.65 -20.36 0.518
H 24.71 -12.04 -20.87 0.558
H 23.44 -12.45 -19.67 0.187
H 24.56 -9.75 -19.88 0.228
C 19.63 -9.63 -17.79 -1.878
C 20.20 -10.95 -18.34 2.500
C 20.70 -11.71 -17.07 -0.071
C 20.67 -13.23 -17.27 -0.530
C 19.22 -13.66 -17.61 -1.335
C 18.84 -13.05 -19.00 1.377
N 18.96 -11.56 -18.91 0.024
O 18.55 -10.98 -20.08 -0.364
C 19.66 -13.65 -20.15 -1.384
C 17.30 -13.39 -19.19 -1.889
C 21.23 -10.68 -19.42 -1.151
H 20.43 -9.02 -17.36 0.059
H 18.84 -9.67 -17.04 0.541
H 19.35 -8.90 -18.55 0.072
H 21.76 -11.53 -16.91 -0.666
H 20.13 -11.44 -16.18 0.522
H 21.00 -13.67 -16.32 0.517
H 21.49 -13.50 -17.94 -0.006
H 18.51 -13.39 -16.82 0.381
H 19.15 -14.74 -17.65 0.476
H 19.22 -14.57 -20.55 0.488
H 19.62 -12.93 -20.97 0.265
H 20.71 -13.79 -19.87 0.198
H 16.69 -13.05 -18.35 0.404
H 16.90 -12.74 -19.97 0.402
H 17.12 -14.44 -19.43 0.392
H 20.83 -9.96 -20.14 0.669
H 21.44 -11.60 -19.98 0.330
H 22.17 -10.36 -18.96 -0.602
H 19.21 -11.27 -20.71 0.337
O 19.83 -5.67 -22.48 -0.661
H 20.07 -5.44 -21.59 0.378
H 19.39 -4.90 -22.82 0.306
O 21.38 -2.75 -21.24 -0.712
H 21.07 -2.01 -20.70 0.292
H 20.97 -3.52 -20.84 0.415
O 26.15 -6.24 -18.46 -0.634
H 26.59 -5.50 -18.88 0.272
H 25.48 -6.51 -19.09 0.214
O 22.64 -4.20 -17.12 -0.828
H 21.93 -4.65 -16.66 0.325
H 22.30 -4.07 -18.01 0.195
O 26.79 -8.28 -21.02 -0.718
H 26.05 -7.71 -21.24 0.232
H 26.50 -8.78 -20.26 0.470
O 20.37 -8.07 -23.43 -0.687
H 20.24 -7.32 -22.84 0.378
H 21.30 -8.02 -23.68 0.310
O 19.05 -4.02 -20.49 -0.685
H 19.72 -4.34 -19.88 0.129
H 18.24 -4.04 -19.99 0.302
O 19.34 -3.96 -17.40 -0.734
H 19.52 -4.21 -16.49 0.313
H 20.02 -4.40 -17.90 0.343
O 23.37 -9.54 -22.21 -0.659
H 23.01 -9.12 -22.99 0.316
H 23.55 -8.81 -21.61 0.099
O 23.40 -7.41 -23.72 -0.680
H 23.59 -7.14 -22.82 0.345
H 24.20 -7.21 -24.21 0.253
O 25.61 -4.92 -22.33 -0.704
H 26.46 -4.93 -21.90 0.321
H 25.15 -5.68 -21.98 0.260
O 17.79 -7.60 -20.84 -0.667
H 18.73 -7.46 -20.89 0.405
H 17.69 -8.47 -20.46 0.295
C 19.94 -6.12 -13.36 -1.488
C 20.72 -5.90 -14.71 0.571
C 20.07 -6.86 -15.68 -0.723
O 20.45 -4.55 -15.05 -0.573
H 20.48 -5.59 -12.58 0.419
H 19.96 -7.15 -13.00 0.384
H 18.89 -5.83 -13.42 0.337
H 21.78 -6.15 -14.63 0.314
H 20.69 -6.73 -16.56 -0.144
H 19.03 -6.65 -15.91 0.324
H 20.08 -7.91 -15.37 0.496
H 20.92 -4.00 -14.41 0.281
```

Results
**2S+1**: 2
**⟨S²⟩**: 0.754
**Orbital gap (alpha / beta)**: 7.4 / 2.8 eV

---

No. 8
The following is a quantum chemistry calculation of C2EuO3 as an isolated structure in a non-equilibrium geometry, from the OMol25 dataset.

```
6
Properties=species:S:1:pos:R:3:mulliken_charge:R:1
O -2.35 0.46 -0.27 -0.166
C -3.30 1.09 -0.29 0.193
O 1.60 -1.09 0.87 -0.425
C 2.32 -0.15 0.48 0.884
O 2.04 0.66 -0.40 -0.284
Eu -0.30 -0.97 -0.39 1.799
```

Results
**Total charge**: +2
**2S+1**: 8
**⟨S²⟩**: 15.759
**Orbital gap (alpha / beta)**: 7.7 / 9.1 eV